ORCA calculation (ωB97M-V with the def2-TZVPD basis set) on a structure of composition C11H24LiN5O12 at a distorted geometry.

Total charge = -3
Frontier orbital gap (alpha / beta) = 2.72 / 6.70 eV
Spin multiplicity = 2
DFT total energy = -44006.2811 eV
Highest occupied orbital energy (alpha / beta) = 3.623 / -0.340 eV

Each line ends with the Mulliken charge.
Positions of all 53 atoms, in Å:
Li1 -1.297 2.486 -2.237  1.095
C1 0.844 -5.355 -0.440  -1.735
C2 1.079 -3.785 -0.526  0.014
C3 0.852 -3.022 0.743  -0.437
C4 1.020 -1.497 0.318  -1.508
N1 0.423 -0.410 1.284  1.285
C5 0.967 -0.666 2.699  -1.236
C6 -0.037 -1.591 3.440  -0.404
C7 -1.338 -1.236 2.777  -1.064
C8 -1.087 -0.674 1.356  -0.142
C9 0.775 0.968 0.747  -0.932
C10 2.287 1.158 0.674  -0.131
C11 2.582 2.666 0.532  -1.504
H1 -0.211 -5.585 -0.291  0.371
H2 1.450 -5.859 0.313  0.742
H3 1.035 -5.756 -1.435  0.402
H4 0.452 -3.425 -1.342  0.358
H5 2.140 -3.694 -0.761  0.198
H6 1.684 -3.243 1.412  0.103
H7 -0.140 -3.304 1.095  -0.335
H8 0.612 -1.304 -0.675  0.525
H9 2.072 -1.230 0.218  0.412
H10 1.030 0.334 3.128  0.035
H11 1.960 -1.094 2.557  -0.078
H12 -0.022 -1.460 4.522  1.600
H13 0.133 -2.662 3.327  -0.461
H14 -1.972 -0.579 3.373  0.268
H15 -1.939 -2.145 2.778  0.647
H16 -1.487 0.267 0.979  0.221
H17 -1.364 -1.509 0.712  0.183
H18 0.394 1.829 1.298  0.523
H19 0.367 0.960 -0.263  0.505
H20 2.689 0.778 -0.265  0.273
H21 2.727 0.547 1.462  0.225
H22 1.737 3.200 0.096  0.317
H23 3.399 2.850 -0.166  0.357
H24 2.852 3.023 1.526  0.444
N2 1.324 2.760 -2.674  1.266
O1 0.478 1.982 -2.997  -0.753
O2 2.475 2.514 -2.870  -0.759
O3 0.978 3.811 -2.135  -0.686
N3 -3.036 4.793 -4.077  0.829
O4 -2.481 4.023 -3.267  -0.674
O5 -3.748 5.747 -3.754  -0.657
O6 -2.774 4.518 -5.258  -0.662
N4 -2.458 2.971 0.629  0.832
O7 -2.158 3.323 1.765  -0.692
O8 -3.621 2.639 0.357  -0.669
O9 -1.550 2.791 -0.203  -0.478
N5 -2.516 -0.465 -2.611  0.883
O10 -2.088 -1.148 -1.734  -0.629
O11 -3.062 -0.988 -3.557  -0.722
O12 -2.433 0.751 -2.575  -0.566